1.
41
Properties=species:S:1:pos:R:3:forces:R:3:lowdin_charge:R:1 method="wB97M-V/def2-TZVPD" homo_energy_ha="-0.3749 / -0.3992" orbital_gap_ev="8.044 / 6.208" spin_multiplicity=5 charge=+1 e_tot_ha=-1242.2146 e_above_lowest_kcal_mol=2.22 s2=6.03
C 0.329 1.416 -0.125 -1.60 1.86 0.58 -0.211
C 1.126 2.657 0.178 -0.93 -0.44 -0.09 -0.029
C 0.435 3.440 1.145 -1.66 -1.38 0.13 -0.073
C -0.759 2.696 1.511 1.93 1.40 0.51 -0.043
C -0.842 1.513 0.721 2.20 -2.09 -2.92 -0.110
Ru 0.121 -1.001 -0.493 -0.56 2.42 -1.52 0.711
P 0.774 -1.229 -2.550 0.86 -0.35 -1.79 0.551
H 0.402 0.961 -1.182 -0.10 0.63 1.68 0.019
H 2.075 2.883 -0.335 -0.63 0.04 0.48 0.112
H 0.672 4.442 1.527 0.15 -0.80 -0.16 0.105
H -1.580 0.682 0.671 0.11 1.23 0.43 0.093
H -1.429 2.880 2.357 0.27 0.31 -0.52 0.111
H 1.973 -1.993 -2.578 -0.36 0.05 -0.48 -0.103
H 1.296 -0.009 -3.082 -0.30 -0.58 -0.46 -0.098
H -0.047 -1.788 -3.594 0.83 0.36 0.15 -0.100
C -0.121 -6.160 2.606 -0.12 -0.81 0.07 0.020
N -0.249 -5.005 1.745 -0.38 -1.06 0.19 -0.046
N 0.169 -3.779 2.118 -0.26 1.09 -1.07 0.065
C -0.194 -2.891 1.126 0.86 -1.02 2.29 -0.411
O 0.194 -1.673 1.270 -0.35 -1.46 2.35 -0.222
C -0.875 -3.626 0.146 -0.09 0.86 -0.31 0.018
C -0.894 -4.939 0.569 0.39 0.29 0.17 -0.236
C -1.428 -6.148 -0.086 -0.24 -0.34 -0.37 -0.001
C 0.834 -3.508 3.337 0.59 0.11 0.40 -0.185
C 1.852 -4.374 3.738 -0.08 0.15 0.50 -0.035
C 2.372 -4.251 5.023 -0.10 0.63 0.21 -0.055
C 1.938 -3.199 5.847 -0.15 0.05 -0.07 -0.061
C 0.981 -2.277 5.394 0.38 -0.23 -0.49 -0.052
C 0.461 -2.401 4.106 -0.18 -0.54 0.10 0.004
H -0.320 -5.918 3.650 0.02 0.13 -0.20 0.114
H 0.865 -6.625 2.523 -0.14 0.15 0.03 0.099
H -0.847 -6.908 2.287 -0.01 0.19 0.01 0.095
H -1.215 -3.128 -0.763 -0.22 -0.75 0.18 0.086
H -0.628 -6.873 -0.280 -0.17 0.14 -0.02 0.105
H -2.183 -6.643 0.534 0.05 0.10 -0.13 0.096
H -1.890 -5.863 -1.036 0.10 -0.16 0.21 0.098
H 2.227 -5.146 3.076 -0.11 0.12 0.09 0.112
H 3.119 -4.959 5.381 -0.14 0.28 -0.12 0.115
H 2.365 -3.062 6.842 -0.16 -0.20 -0.28 0.112
H 0.634 -1.453 6.015 0.27 -0.20 -0.06 0.113
H -0.240 -1.683 3.685 0.04 -0.22 0.29 0.118

=====

2.
40
Properties=species:S:1:pos:R:3:forces:R:3:lowdin_charge:R:1 method="wB97M-V/def2-TZVPD" homo_energy_ha=-0.2740 smiles=c1cc[nH]c1.c1cc[nH]c1.c1cc[nH]c1.c1cc[nH]c1 orbital_gap_ev=7.990 e_tot_ha=-840.3253 e_above_lowest_kcal_mol=248.35
C -4.364 -0.921 2.869 -0.54 3.24 3.07 -0.065
C -4.542 0.544 2.480 -0.44 -1.26 6.05 -0.083
C -4.620 1.317 3.867 1.02 -2.02 -5.25 -0.141
N -4.355 0.432 4.852 -0.51 1.82 1.38 -0.113
C -4.319 -0.871 4.435 1.07 -1.20 -1.45 -0.146
H -4.344 -1.817 2.152 0.00 1.55 1.63 0.088
H -4.824 1.000 1.533 0.33 -0.31 0.24 0.059
H -4.632 2.400 4.007 -0.08 -0.57 0.10 0.082
H -4.235 0.865 5.868 -0.40 -2.07 -2.95 0.209
H -4.117 -1.569 5.366 -0.44 0.84 -2.82 0.122
C -2.339 -0.450 -0.684 5.05 1.22 0.60 -0.082
C -1.181 -0.785 -1.765 -0.40 2.71 1.60 -0.064
C -0.064 0.234 -1.397 -2.60 -2.80 -1.28 -0.159
N -0.412 0.767 -0.198 -0.74 1.40 1.86 -0.084
C -1.685 0.480 0.304 -0.80 -2.05 -2.55 -0.135
H -3.330 -0.894 -0.496 0.81 0.11 -0.47 0.047
H -1.244 -1.573 -2.710 0.20 2.64 2.75 0.107
H 0.837 0.685 -1.957 -1.61 -1.38 1.08 0.103
H 0.206 1.371 0.404 -0.72 -0.97 -1.48 0.085
H -2.030 0.930 1.316 0.63 -1.06 -2.16 0.103
C 2.625 1.153 1.165 -3.38 4.24 2.37 -0.061
C 2.413 2.210 0.127 -1.30 1.28 3.02 -0.108
C 1.584 3.286 0.733 1.81 -5.23 0.59 -0.130
N 1.191 2.894 1.984 2.59 -4.79 1.53 -0.041
C 1.790 1.588 2.423 1.88 0.85 -4.78 -0.042
H 3.317 0.336 1.127 -0.12 -0.32 -0.08 0.059
H 2.758 2.305 -0.926 -0.04 -0.38 1.21 0.090
H 1.126 4.120 0.361 -0.72 1.92 -1.28 0.072
H 0.519 3.176 2.657 -0.61 1.34 -0.21 0.117
H 1.671 1.111 3.477 0.09 1.25 -2.34 0.111
C 2.940 -1.736 -3.551 0.94 -2.62 -1.14 -0.054
C 3.644 -1.210 -4.813 0.19 -3.53 2.90 -0.076
C 4.412 -2.366 -5.224 -3.70 0.84 1.99 -0.131
N 4.063 -3.572 -4.558 -1.74 8.87 1.02 0.011
C 3.238 -3.249 -3.505 0.45 6.58 -2.66 -0.092
H 2.357 -1.111 -2.777 0.91 -1.48 -1.55 0.067
H 3.603 -0.146 -5.234 0.39 -2.04 0.79 0.102
H 5.066 -2.360 -5.981 2.25 -0.32 -2.74 0.042
H 4.322 -4.454 -4.644 1.97 -4.40 -1.15 0.076
H 2.953 -4.122 -3.087 -1.69 -1.91 2.56 0.052

=====

3.
40
Properties=species:S:1:pos:R:3:forces:R:3:lowdin_charge:R:1 method="wB97M-V/def2-TZVPD" homo_energy_ha=-0.3002 smiles=c1cc[nH]c1.c1cc[nH]c1.c1cc[nH]c1.c1cc[nH]c1 orbital_gap_ev=8.908 e_tot_ha=-840.6357 e_above_lowest_kcal_mol=53.61
C -3.691 -1.113 -1.175 -0.70 -1.02 -0.01 -0.123
C -2.562 -1.239 -0.309 -0.32 0.81 2.28 -0.122
C -1.443 -1.081 -1.068 -0.29 -0.12 -1.53 -0.130
N -1.866 -0.953 -2.381 -0.02 -0.83 -0.32 -0.002
C -3.238 -1.089 -2.459 1.88 0.78 1.10 -0.126
H -4.741 -1.183 -0.920 0.16 -0.07 0.13 0.082
H -2.606 -1.303 0.827 0.13 0.05 -1.85 0.112
H -0.384 -1.078 -0.943 0.36 -0.04 0.71 0.087
H -1.281 -1.123 -3.194 -0.07 0.27 0.50 0.140
H -3.626 -1.168 -3.424 -1.11 0.13 -1.02 0.092
C -4.235 1.663 3.397 1.11 1.38 0.82 -0.127
C -5.558 1.458 3.775 -0.79 -0.39 0.82 -0.118
C -6.027 0.542 2.910 -2.08 -1.43 -0.59 -0.168
N -5.073 0.170 1.996 -0.45 0.65 -0.01 0.031
C -3.977 0.935 2.294 0.31 -0.34 -0.38 -0.155
H -3.559 2.314 3.926 0.25 -0.01 -0.21 0.096
H -6.105 1.817 4.640 0.25 0.07 -0.22 0.101
H -6.991 0.042 2.913 0.15 0.20 -0.14 0.109
H -5.318 -0.181 1.071 0.40 0.03 0.61 0.131
H -3.093 0.894 1.732 0.87 -0.12 -0.71 0.083
C 4.708 1.949 0.990 -1.19 0.00 -0.22 -0.118
C 3.378 1.590 1.291 0.93 -3.38 -0.13 -0.082
C 3.356 0.172 1.325 -0.10 1.93 0.25 -0.115
N 4.630 -0.233 1.079 -1.37 -0.88 0.00 0.009
C 5.422 0.822 0.807 0.78 -0.70 0.34 -0.166
H 5.052 2.915 0.839 0.65 1.55 -0.12 0.080
H 2.543 2.175 1.422 -1.48 1.35 0.34 0.065
H 2.556 -0.544 1.494 0.25 0.29 -0.03 0.115
H 4.808 -1.207 0.957 0.61 -0.25 -0.14 0.148
H 6.441 0.660 0.597 0.92 0.04 -0.25 0.105
C 2.279 -1.279 -2.883 0.75 1.60 1.58 -0.097
C 3.660 -1.631 -3.057 -0.42 1.07 0.34 -0.099
C 4.432 -0.648 -2.410 -0.85 -1.21 -0.90 -0.135
N 3.583 0.257 -1.841 0.67 -0.93 -0.34 0.011
C 2.315 -0.131 -2.077 -1.18 0.11 -0.63 -0.170
H 1.341 -1.726 -3.188 0.47 -0.23 -0.20 0.075
H 3.956 -2.469 -3.654 0.55 -0.10 -0.03 0.078
H 5.486 -0.487 -2.398 0.39 -0.13 0.13 0.096
H 3.874 0.923 -1.144 -0.10 0.29 -0.05 0.101
H 1.554 0.568 -1.759 -0.32 -0.44 0.06 0.106

=====

4.
43
Properties=species:S:1:pos:R:3:forces:R:3:lowdin_charge:R:1 method="wB97M-V/def2-TZVPD" homo_energy_ha=-0.3167 smiles="CCn1c(COc2ccccc2)nnc1SCC(=O)NC1CC1" orbital_gap_ev=9.085 e_tot_ha=-1389.3588 e_above_lowest_kcal_mol=71.05
C 0.853 3.110 3.400 0.07 -0.03 -0.22 -0.056
C 1.041 2.679 1.949 0.12 0.46 0.30 -0.204
N 0.435 1.397 1.700 -0.18 -0.84 -0.24 -0.019
C -0.861 1.083 1.374 0.12 -0.16 0.08 -0.294
C -1.941 2.080 1.112 -0.01 0.27 0.11 -0.125
O -2.933 1.584 0.256 -0.06 -0.12 -0.10 -0.029
C -2.569 1.164 -0.996 -0.09 -0.09 -0.33 -0.268
C -1.326 1.372 -1.579 -0.01 0.17 0.26 -0.029
C -1.083 0.915 -2.865 -0.06 -0.01 -0.10 -0.097
C -2.065 0.255 -3.578 0.10 -0.01 -0.13 -0.103
C -3.308 0.053 -2.998 0.00 0.01 0.03 -0.080
C -3.561 0.502 -1.719 0.06 0.12 0.25 -0.004
N -1.001 -0.207 1.293 -1.14 0.47 -0.16 0.107
N 0.181 -0.780 1.569 0.77 -0.09 0.40 0.006
C 1.040 0.177 1.813 -0.13 -0.01 0.00 -0.607
S 2.719 -0.003 2.206 0.42 0.04 0.11 1.003
C 2.894 -1.812 2.082 -0.10 0.25 -0.13 -0.347
C 2.979 -2.275 0.627 -0.30 -0.05 0.33 -0.570
O 4.045 -2.455 0.074 0.43 0.00 -0.11 0.048
N 1.776 -2.471 0.067 -0.39 -0.16 -0.09 0.097
C 1.605 -2.840 -1.299 0.18 -0.07 -0.17 -0.275
C 0.418 -3.670 -1.680 0.08 -0.16 -0.04 -0.094
C 0.482 -2.224 -2.079 0.04 0.15 -0.08 -0.100
H 1.324 4.075 3.559 0.03 0.12 0.07 0.079
H 1.312 2.384 4.066 0.01 -0.05 0.09 0.076
H -0.205 3.190 3.642 -0.08 0.02 0.05 0.076
H 2.106 2.589 1.720 -0.14 0.10 -0.11 0.103
H 0.595 3.415 1.272 0.15 -0.11 -0.01 0.120
H -2.468 2.313 2.045 0.12 0.06 -0.17 0.141
H -1.505 3.012 0.720 -0.08 -0.10 0.07 0.127
H -0.535 1.884 -1.053 0.05 0.04 0.07 0.106
H -0.110 1.080 -3.305 0.08 0.01 -0.03 0.108
H -1.865 -0.101 -4.577 0.02 -0.04 -0.09 0.100
H -4.083 -0.462 -3.545 -0.08 -0.04 -0.03 0.104
H -4.519 0.352 -1.249 -0.13 -0.04 0.06 0.118
H 2.053 -2.257 2.610 0.06 -0.07 0.04 0.081
H 3.835 -2.032 2.585 -0.09 -0.01 -0.07 0.084
H 0.941 -2.184 0.580 0.30 -0.01 0.06 0.095
H 2.559 -3.016 -1.780 -0.14 -0.01 -0.06 0.144
H 0.543 -4.425 -2.439 0.04 -0.05 -0.08 0.094
H -0.275 -3.941 -0.899 -0.05 0.02 0.13 0.102
H 0.650 -1.978 -3.115 0.05 -0.01 -0.11 0.096
H -0.171 -1.533 -1.567 -0.05 0.04 0.12 0.086